Model one:
Entry from the Open Molecules 2025 dataset: an isolated molecule of C3H7NS2 (ωB97M-V/def2-TZVPD).

Cartesian coordinates (Å):
H: 1.17 2.57 0.33
H: -0.51 -2.85 -0.29
H: 0.06 -1.78 0.91
H: -1.99 -0.97 0.23
S: 3.30 1.54 0.86
H: -0.65 0.79 0.99
C: 1.80 1.73 0.24
H: -1.14 1.37 -0.55
S: 1.04 0.55 -0.72
H: -1.16 -0.84 -1.48
C: -1.15 -0.82 -0.37
N: -0.14 -1.89 -0.08
C: -0.63 0.60 -0.06

SMILES string: NCCSC=S

Model two:
Entry from the Open Molecules 2025 dataset: an isolated molecule of C3H7NS2 (ωB97M-V/def2-TZVPD).

Cartesian coordinates (Å):
C: -0.14 0.45 -0.19
H: -3.61 0.00 0.27
S: 1.02 1.55 0.05
C: -2.51 -0.39 0.19
C: 1.97 -1.20 0.10
H: -1.91 -0.63 1.25
H: -2.48 -1.12 -0.46
H: 2.14 -2.20 0.20
N: -1.55 0.72 -0.30
H: -1.87 1.58 0.53
H: 2.31 -0.48 1.00
S: 0.10 -1.20 -0.08
H: 2.37 -0.89 -0.82

SMILES string: CNC(=S)SC

Model three:
Entry from the Open Molecules 2025 dataset: an isolated molecule of C3H7NS2 (ωB97M-V/def2-TZVPD).

Cartesian coordinates (Å):
H: -0.76 -2.28 0.36
H: -1.29 1.79 -0.74
C: -1.72 -1.83 0.11
H: -2.38 -2.73 -0.19
S: -1.46 -0.80 -1.39
H: 1.90 0.22 1.23
S: 0.88 2.28 0.19
H: 2.32 0.58 -0.44
C: -0.37 1.33 -0.53
H: 3.07 1.48 0.81
N: -0.12 0.11 -0.83
C: 2.12 1.04 0.53
H: -2.20 -1.18 0.89

SMILES string: CS/C=N/SC

Model four:
Entry from the Open Molecules 2025 dataset: an isolated molecule of C3H7NS2 (ωB97M-V/def2-TZVPD).

Cartesian coordinates (Å):
C: 0.79 1.18 0.22
H: -0.72 1.41 -1.24
H: -0.35 -1.46 -0.49
H: 1.67 1.52 -0.32
S: 1.62 -0.14 1.28
H: -1.89 -0.68 -1.09
C: -0.96 -0.56 -0.41
H: 0.50 2.02 0.87
H: 0.61 0.05 -1.41
H: -1.53 -1.97 1.46
C: -0.10 0.57 -0.79
S: -1.52 -0.57 1.34
N: 1.88 -1.37 0.58

How far above the most stable structure does each one sit? In hartree: model one 0.0145; model two 0.0557; model three 0.0000; model four 0.0690.

Model one:
Entry from the Open Molecules 2025 dataset: the ion C4H8NOS with charge -1 (ωB97M-V/def2-TZVPD).

Cartesian coordinates (Å):
H: -0.60 1.01 0.91
O: 1.30 0.46 -1.51
C: -0.84 -0.52 -1.21
H: -0.29 -2.27 0.01
N: 0.32 0.82 0.54
H: -0.44 -0.80 -2.19
H: -1.78 -2.39 -0.68
H: 1.82 0.75 1.95
H: -1.76 0.08 -1.16
C: -1.14 -1.62 -0.21
H: 2.27 1.24 0.39
S: -2.11 -1.01 1.28
H: 1.43 2.43 1.52
C: 1.49 1.42 1.13
C: 0.34 0.39 -0.75

Charge: -1
SMILES string: CNC(=O)CC[S-]

Model two:
Entry from the Open Molecules 2025 dataset: a cluster of 2 separate species, C4H8NOS in total (ωB97M-V/def2-TZVPD).

Cartesian coordinates (Å):
O: 2.66 0.22 -0.68
C: 0.60 1.26 -0.30
H: -1.45 -0.18 -1.33
H: 1.73 -1.71 -0.11
H: 0.01 -2.29 1.34
N: 0.92 -1.12 -0.07
H: -2.04 1.52 -1.65
H: -0.51 1.15 -0.35
C: 1.46 0.17 -0.41
H: 0.90 -0.92 2.02
C: -1.84 0.74 -0.92
S: -2.94 0.78 0.32
H: -0.69 -0.66 1.20
H: 0.96 2.28 -0.29
C: 0.23 -1.23 1.22

Charge: -1

How far above the most stable structure does each one sit? In hartree: model one 0.0000; model two 0.1011.

Model one:
Entry from the Open Molecules 2025 dataset: an isolated molecule of C5H7NO4 (ωB97M-V/def2-TZVPD).

Cartesian coordinates (Å):
C: 2.40 0.05 0.03
O: 3.60 0.09 0.20
C: 1.60 -1.21 0.30
H: 2.12 -2.05 -0.17
H: 1.62 -1.36 1.40
O: 0.28 -1.19 -0.19
H: -2.54 0.85 1.41
H: 0.23 1.00 -1.72
C: -1.79 -0.04 -0.34
H: -0.02 2.13 -0.36
O: -2.94 0.64 0.56
C: -0.36 0.02 0.11
H: -3.53 -0.59 -0.48
O: 1.75 1.15 -0.35
H: -0.33 0.22 1.20
N: -2.46 -0.87 -0.97
C: 0.35 1.14 -0.64

SMILES string: [H]/N=C(\O)[C@@H]1COC(=O)CO1

Model two:
Entry from the Open Molecules 2025 dataset: a structure of composition C5H7NO4 (ωB97M-V/def2-TZVPD).

Cartesian coordinates (Å):
O: 1.50 -0.16 -0.06
C: -0.86 0.17 -0.91
C: 0.48 -0.53 -0.94
O: -2.37 1.36 0.52
O: 3.30 1.08 0.23
O: -0.28 1.04 1.89
H: -1.83 -1.52 1.32
H: -0.26 -0.33 1.94
H: -1.12 -2.12 -1.00
C: -0.69 -1.29 -0.44
H: 0.63 0.80 1.58
N: -0.97 -1.12 0.97
H: -1.35 0.46 -1.83
C: -1.34 0.73 0.41
H: 0.84 -0.80 -1.94
C: 2.35 0.79 -0.45
H: 1.97 1.43 -1.28

How far above the most stable structure does each one sit? In hartree: model one 0.0000; model two 0.0902.

Model one:
Entry from the Open Molecules 2025 dataset: an isolated molecule of C18H26N6O4 (ωB97M-V/def2-TZVPD).

Cartesian coordinates (Å):
C: 1.13 -0.29 -1.38
H: 2.36 2.72 -1.13
H: 2.16 -0.41 0.89
H: -0.14 -0.13 0.87
H: -0.76 -4.07 -4.78
H: -2.58 1.68 0.68
H: -3.01 -0.27 -3.01
H: -2.66 -1.18 -1.55
N: -1.75 -2.65 -3.71
C: -2.18 -0.59 5.47
H: 3.44 2.28 1.24
H: -4.60 1.44 2.16
C: 2.19 0.64 0.60
H: -4.07 -0.46 3.49
C: 4.09 1.48 -1.48
C: -1.18 1.14 2.22
H: -1.66 0.21 -1.98
H: 1.93 -0.30 -3.37
C: -2.55 1.03 1.56
O: -0.02 -0.16 3.86
H: -2.64 -0.03 6.28
C: -3.57 0.48 3.77
C: 0.47 -2.48 -4.11
C: -2.21 -0.64 -2.38
O: 4.83 1.53 -2.44
N: 4.47 1.14 -0.23
H: -2.71 -1.54 5.36
H: -1.14 -0.79 5.71
H: 2.05 -3.91 -4.29
N: -0.11 0.77 1.32
H: 1.78 -2.95 -5.74
H: -4.13 0.90 4.61
C: 1.78 -2.92 -4.65
H: -3.39 2.46 2.93
C: 1.10 1.37 1.42
H: 4.01 0.69 1.74
C: -1.09 0.31 3.51
C: 0.09 -1.38 -3.38
H: -2.73 0.01 1.23
O: 0.61 -1.14 -0.68
H: -1.01 2.18 2.51
C: 2.59 1.74 -1.56
H: 0.52 0.70 -3.17
N: -2.23 0.17 4.24
C: 3.57 1.24 0.91
N: 1.90 0.70 -0.82
C: -3.59 1.44 2.59
O: 1.31 2.39 2.05
H: 2.31 1.75 -2.61
C: -1.30 -1.54 -3.15
H: 2.57 -2.23 -4.34
N: -0.66 -3.20 -4.29
C: 0.95 -0.27 -2.89
H: 5.45 0.94 -0.09

SMILES string: Cc1n[nH]c(C)c1CC(=O)N1CC(=O)NC[C@H]1C(=O)N[C@H]1CCCN(C)C1=O

Model two:
Entry from the Open Molecules 2025 dataset: a cluster of 6 separate species, C18H26N6O4 in total (ωB97M-V/def2-TZVPD).

Cartesian coordinates (Å):
H: 3.75 -1.45 -1.08
O: 1.53 0.45 -4.15
H: -1.35 6.17 -4.10
C: -1.36 -2.02 4.49
N: -1.11 -0.06 1.99
H: -0.47 -2.55 4.19
H: -0.38 4.52 -0.38
C: -0.99 4.68 -1.26
C: 0.26 2.36 -3.87
C: -2.64 -2.27 3.90
N: 2.00 -5.66 -1.51
C: -0.06 0.19 0.06
H: 0.31 6.00 -2.24
H: 0.66 0.13 -0.74
C: 2.51 -5.03 -0.40
H: -1.44 -0.42 2.88
H: 3.44 -5.40 0.01
N: 1.40 1.47 -3.52
H: 2.42 -6.44 -1.98
H: 1.73 -3.42 0.81
C: -2.16 4.09 -1.66
O: 2.14 1.85 -2.64
H: -0.83 2.26 -0.27
C: 0.59 -4.03 -1.02
H: 4.86 -0.13 -0.80
H: -3.32 -0.32 6.31
H: -0.30 2.53 -2.95
C: -3.55 -1.54 4.61
C: -0.28 -0.67 1.10
H: -0.30 1.85 -4.65
N: -0.61 5.58 -2.20
H: -0.87 -0.77 6.27
C: -2.48 4.65 -2.91
H: -3.33 4.41 -3.53
H: 0.05 -1.68 1.29
O: 3.48 0.51 1.37
N: 3.51 -0.52 0.74
H: 0.32 -5.44 -2.76
C: 1.65 -4.02 -0.08
H: 0.62 3.30 -4.29
H: -2.71 3.41 -1.02
H: -2.05 1.83 2.15
C: -1.55 -1.21 5.56
H: -2.84 -2.84 3.01
H: -4.62 -1.44 4.56
C: -1.53 5.59 -3.22
O: 3.40 -1.63 1.21
C: 0.83 -5.06 -1.89
H: -0.24 -3.35 -1.04
C: -0.69 1.43 0.41
C: -1.40 1.21 1.56
H: 3.06 0.20 -1.19
N: -2.88 -0.89 5.62
C: 3.81 -0.42 -0.72

SMILES string: C[N+](=O)[O-].C[N+](=O)[O-].c1cc[nH]c1.c1cc[nH]c1.c1cc[nH]c1.c1cc[nH]c1

How far above the most stable structure does each one sit? In hartree: model one 0.0000; model two 0.3454.

Model one:
Entry from the Open Molecules 2025 dataset: a cluster of 2 separate species, CH2F2N2O in total (ωB97M-V/def2-TZVPD).

Cartesian coordinates (Å):
C: 0.53 1.18 -0.93
N: -0.33 -1.14 0.95
H: 0.11 1.92 -1.60
F: -1.05 -2.39 1.05
N: 0.71 -0.85 0.70
H: 1.00 1.45 0.11
F: -1.46 -0.20 1.00
O: 0.49 0.03 -1.27

Model two:
Entry from the Open Molecules 2025 dataset: a cluster of 3 separate species, CH2F2N2O in total (ωB97M-V/def2-TZVPD).

Cartesian coordinates (Å):
H: 3.15 -0.86 -0.42
H: -2.20 1.47 1.21
O: 1.36 -0.04 -1.17
N: -2.74 0.80 0.54
F: -2.96 -0.32 1.07
F: 3.75 -1.68 -0.48
N: -0.68 0.46 -0.06
C: 0.32 0.18 -0.68

How far above the most stable structure does each one sit? In hartree: model one 0.0056; model two 0.0000.